{"formula": "C13H34BN4O4", "method": "ωB97M-V/def2-TZVPD", "homo_energy_ev": -11.75, "charge": 1, "fmax_ha_per_bohr": 0.035, "orbital_gap_ev": 7.7401, "species": ["C", "O", "B", "O", "C", "C", "N", "C", "N", "C", "H", "H", "H", "H", "H", "H", "H", "H", "H", "H", "H", "H", "C", "C", "C", "O", "C", "N", "H", "H", "H", "H", "H", "H", "H", "H", "H", "H", "H", "C", "C", "C", "O", "C", "N", "H", "H", "H", "H", "H", "H", "H", "H", "H", "H", "H"], "positions_angstrom": [[-4.04, -3.98, 1.21], [-3.50, -4.79, 0.15], [-2.21, -4.61, -0.18], [-1.42, -5.71, -0.37], [-1.58, -3.17, -0.46], [-0.42, -3.05, -1.36], [-0.30, -1.83, -1.72], [-1.36, -0.96, -1.18], [-1.72, 0.12, -2.09], [-2.45, -1.99, -1.00], [-4.28, -4.60, 2.06], [-4.96, -3.52, 0.87], [-3.36, -3.19, 1.54], [-0.60, -5.69, 0.14], [-1.19, -2.81, 0.51], [0.23, -3.84, -1.67], [0.45, -1.52, -2.33], [-1.08, -0.55, -0.21], [-1.78, 0.96, -1.53], [-0.98, 0.30, -2.76], [-2.79, -2.30, -1.97], [-3.22, -1.76, -0.27], [0.46, 1.26, 4.81], [1.05, 1.20, 3.41], [0.08, 0.69, 2.34], [-0.16, -0.71, 2.35], [-1.10, -1.15, 3.31], [2.29, 0.41, 3.45], [0.39, 0.27, 5.27], [1.08, 1.87, 5.46], [-0.55, 1.70, 4.80], [1.32, 2.22, 3.13], [0.51, 0.91, 1.36], [-0.88, 1.23, 2.39], [-1.90, -0.42, 3.46], [-0.62, -1.37, 4.27], [-1.54, -2.08, 2.94], [2.76, 0.46, 2.55], [2.04, -0.57, 3.55], [2.15, 2.41, -1.22], [2.79, 2.14, -2.58], [3.14, 3.40, -3.37], [2.03, 4.04, -3.97], [1.30, 4.91, -3.13], [1.91, 1.24, -3.35], [1.11, 2.71, -1.31], [2.18, 1.51, -0.60], [2.68, 3.20, -0.69], [3.73, 1.61, -2.39], [3.79, 3.10, -4.20], [3.71, 4.11, -2.76], [1.95, 5.42, -2.41], [0.51, 4.37, -2.60], [0.82, 5.66, -3.76], [2.39, 0.97, -4.20], [1.13, 1.80, -3.67]]}

=====

{"formula": "C20H43O2P3Pd", "method": "ωB97M-V/def2-TZVPD", "homo_energy_ev": [-19.54, -19.53], "charge": 4, "spin_multiplicity": 5, "fmax_ha_per_bohr": 0.093, "e_above_lowest_kcal_mol": 63.2, "orbital_gap_ev": [6.7551, 2.8314], "species": ["Pd", "P", "P", "P", "H", "C", "C", "H", "C", "C", "C", "C", "C", "C", "C", "C", "C", "H", "H", "H", "H", "H", "H", "H", "H", "H", "H", "H", "H", "H", "H", "H", "H", "H", "H", "H", "H", "H", "H", "H", "H", "H", "H", "H", "H", "H", "C", "C", "C", "C", "C", "C", "O", "H", "H", "H", "H", "H", "H", "C", "C", "C", "O", "H", "H", "H", "H", "H", "H"], "positions_angstrom": [[-0.55, 0.76, -0.50], [-0.58, 2.97, 0.25], [-2.52, -0.21, 0.20], [1.78, -0.02, -0.74], [-2.33, -2.84, -3.49], [-1.66, -3.69, -3.41], [-1.49, -4.39, -2.29], [-2.19, -4.35, -1.46], [-0.96, 3.99, -1.21], [-1.81, 3.48, 1.47], [0.97, 3.55, 0.92], [-2.90, -1.96, -0.04], [-2.81, 0.01, 1.98], [-3.97, 0.73, -0.47], [3.25, -1.05, -1.00], [2.32, 0.56, 0.93], [2.31, 1.32, -1.85], [-1.09, -4.00, -4.29], [-0.71, -5.15, -2.26], [-1.07, 5.02, -0.86], [-1.89, 3.62, -1.66], [-0.13, 3.90, -1.92], [-1.71, 4.58, 1.54], [-1.54, 2.99, 2.42], [-2.82, 3.21, 1.14], [1.77, 3.34, 0.22], [1.17, 3.10, 1.90], [0.81, 4.63, 1.02], [-3.73, -2.20, 0.64], [-2.02, -2.57, 0.20], [-3.18, -2.14, -1.08], [-3.40, 0.94, 2.05], [-1.86, 0.11, 2.52], [-3.40, -0.85, 2.33], [-4.88, 0.51, 0.13], [-4.10, 0.35, -1.49], [-3.78, 1.82, -0.48], [4.10, -0.56, -0.52], [3.44, -1.17, -2.06], [3.12, -2.05, -0.57], [3.05, -0.20, 1.27], [1.50, 0.58, 1.68], [2.81, 1.54, 0.86], [3.32, 1.13, -2.21], [2.27, 2.29, -1.40], [1.64, 1.27, -2.70], [0.91, -2.59, -1.85], [0.35, -1.67, -2.81], [0.80, -1.78, -4.14], [1.79, -2.69, -4.53], [2.37, -3.54, -3.58], [2.02, -3.38, -2.25], [0.15, -3.37, -0.88], [0.58, -3.18, -0.01], [-0.50, -1.00, -2.56], [0.26, -1.27, -4.96], [2.15, -2.75, -5.58], [3.00, -4.37, -3.88], [2.43, -3.98, -1.45], [0.08, 2.13, 5.70], [0.69, 1.20, 4.67], [1.88, 0.41, 5.15], [0.25, 1.12, 3.51], [0.81, 2.80, 6.19], [-0.42, 1.56, 6.52], [-0.66, 2.75, 5.18], [2.06, -0.49, 4.54], [2.80, 1.05, 5.10], [1.69, 0.15, 6.22]]}

=====

{"formula": "C30H62N2O18", "method": "ωB97M-V/def2-TZVPD", "homo_energy_ev": -10.07, "fmax_ha_per_bohr": 0.062, "e_above_lowest_kcal_mol": 23.8, "orbital_gap_ev": 10.3342, "species": ["C", "N", "O", "O", "H", "H", "H", "C", "N", "O", "O", "H", "H", "H", "C", "C", "O", "C", "C", "O", "H", "H", "H", "H", "H", "H", "H", "H", "C", "C", "O", "C", "C", "O", "H", "H", "H", "H", "H", "H", "H", "H", "C", "C", "O", "C", "C", "O", "H", "H", "H", "H", "H", "H", "H", "H", "C", "C", "O", "C", "C", "O", "H", "H", "H", "H", "H", "H", "H", "H", "C", "C", "O", "C", "C", "O", "H", "H", "H", "H", "H", "H", "H", "H", "C", "C", "O", "C", "C", "O", "H", "H", "H", "H", "H", "H", "H", "H", "C", "C", "O", "C", "C", "O", "H", "H", "H", "H", "H", "H", "H", "H"], "positions_angstrom": [[7.03, 6.65, 24.92], [7.51, 5.25, 24.72], [7.15, 4.39, 25.47], [8.24, 5.06, 23.77], [7.47, 7.33, 24.20], [7.41, 6.88, 25.92], [5.95, 6.64, 25.02], [6.81, 4.69, 28.86], [5.63, 5.44, 28.32], [5.41, 6.55, 28.75], [5.05, 4.93, 27.38], [7.62, 5.42, 28.90], [7.09, 3.99, 28.08], [6.60, 4.38, 29.87], [10.52, 6.60, 22.48], [11.02, 6.35, 23.91], [12.42, 6.63, 24.10], [12.77, 7.87, 24.43], [14.25, 7.98, 24.64], [12.05, 8.82, 24.49], [9.80, 5.85, 22.19], [11.36, 6.61, 21.79], [10.07, 7.60, 22.44], [10.49, 6.94, 24.66], [10.86, 5.31, 24.18], [14.67, 8.71, 23.94], [14.80, 7.05, 24.47], [14.54, 8.27, 25.65], [2.80, 3.29, 24.64], [3.81, 3.96, 23.71], [5.04, 3.22, 23.72], [5.22, 2.30, 22.76], [6.56, 1.60, 22.89], [4.48, 2.11, 21.82], [2.95, 2.22, 24.48], [1.78, 3.62, 24.45], [3.05, 3.39, 25.70], [3.41, 4.03, 22.70], [4.01, 4.95, 24.11], [6.52, 0.83, 23.65], [7.30, 2.34, 23.19], [6.75, 1.12, 21.94], [6.60, -2.30, 28.80], [7.50, -1.22, 28.20], [6.74, -0.01, 28.05], [6.38, 0.34, 26.83], [5.51, 1.57, 26.74], [6.54, -0.33, 25.82], [5.76, -2.47, 28.12], [6.14, -2.08, 29.76], [7.15, -3.23, 28.91], [8.31, -0.95, 28.88], [7.89, -1.63, 27.27], [4.70, 1.61, 26.02], [6.16, 2.41, 26.49], [5.06, 1.77, 27.72], [9.82, 0.74, 25.44], [9.48, 2.21, 25.67], [10.56, 3.10, 25.97], [10.38, 4.20, 26.69], [11.72, 4.76, 27.12], [9.31, 4.71, 26.92], [10.72, 0.66, 24.84], [8.97, 0.31, 24.90], [9.92, 0.22, 26.39], [8.95, 2.63, 24.81], [8.70, 2.30, 26.44], [11.58, 5.79, 27.43], [12.45, 4.68, 26.32], [12.04, 4.14, 27.96], [3.09, 7.80, 25.03], [3.61, 7.60, 23.58], [2.61, 7.11, 22.72], [1.81, 8.00, 22.12], [0.48, 7.48, 21.63], [2.07, 9.17, 22.05], [3.83, 7.84, 25.83], [2.26, 7.12, 25.20], [2.61, 8.79, 25.02], [3.92, 8.60, 23.31], [4.41, 6.86, 23.58], [0.49, 7.29, 20.55], [-0.26, 8.26, 21.76], [0.25, 6.55, 22.13], [6.96, 10.46, 20.09], [7.35, 10.31, 21.55], [6.19, 10.49, 22.38], [6.41, 10.50, 23.72], [5.15, 10.94, 24.43], [7.43, 10.16, 24.23], [5.89, 10.29, 19.93], [7.51, 9.75, 19.48], [7.13, 11.50, 19.81], [7.82, 9.38, 21.87], [8.11, 11.06, 21.77], [4.91, 10.26, 25.26], [4.22, 10.92, 23.88], [5.49, 11.87, 24.90], [13.51, 2.35, 22.46], [12.28, 2.93, 23.13], [11.35, 3.40, 22.17], [10.35, 2.57, 21.81], [9.22, 3.24, 21.11], [10.40, 1.38, 21.99], [14.08, 3.05, 21.85], [13.20, 1.48, 21.89], [14.24, 2.14, 23.25], [11.82, 2.22, 23.81], [12.51, 3.78, 23.77], [8.74, 3.81, 21.92], [8.49, 2.47, 20.89], [9.56, 3.93, 20.35]]}

=====

{"formula": "C17H16Br2N2O2Ta", "method": "ωB97M-V/def2-TZVPD", "homo_energy_ev": -18.52, "charge": 3, "fmax_ha_per_bohr": 0.023, "orbital_gap_ev": 6.7158, "species": ["Ta", "O", "C", "C", "C", "C", "C", "C", "C", "N", "C", "C", "N", "C", "C", "C", "C", "C", "C", "C", "O", "H", "H", "H", "H", "H", "H", "H", "H", "H", "H", "H", "H", "H", "H", "Br", "C", "Br", "H", "H"], "positions_angstrom": [[-0.76, 0.09, 0.03], [-0.77, -1.54, 0.90], [-0.55, -2.91, 0.82], [-0.75, -3.72, 1.90], [-0.51, -5.08, 1.70], [-0.09, -5.60, 0.47], [0.11, -4.75, -0.60], [-0.13, -3.37, -0.44], [0.12, -2.48, -1.49], [-0.02, -1.16, -1.52], [0.60, -0.55, -2.74], [0.19, 0.90, -2.76], [0.28, 1.36, -1.36], [0.98, 2.43, -1.10], [1.24, 3.00, 0.17], [2.08, 4.12, 0.28], [2.38, 4.64, 1.52], [1.85, 4.05, 2.67], [1.02, 2.93, 2.60], [0.74, 2.45, 1.35], [-0.10, 1.34, 1.20], [-1.06, -3.33, 2.86], [-0.66, -5.76, 2.54], [0.08, -6.66, 0.36], [0.44, -5.13, -1.56], [0.53, -2.92, -2.40], [0.26, -1.08, -3.63], [1.68, -0.65, -2.65], [-0.84, 1.01, -3.12], [0.83, 1.49, -3.42], [1.44, 2.93, -1.96], [2.49, 4.58, -0.62], [3.02, 5.50, 1.61], [2.10, 4.45, 3.64], [0.61, 2.46, 3.49], [-2.80, 1.57, -1.26], [-3.96, 1.53, 0.30], [-3.25, 0.12, 1.40], [-4.96, 1.26, -0.02], [-3.88, 2.48, 0.81]]}

=====

{"formula": "C4H6N2O", "method": "ωB97M-V/def2-TZVPD", "homo_energy_ev": -7.41, "fmax_ha_per_bohr": 0.006, "e_above_lowest_kcal_mol": 21.2, "orbital_gap_ev": 8.3569, "species": ["N", "C", "C", "C", "N", "C", "O", "H", "H", "H", "H", "H", "H"], "positions_angstrom": [[-1.91, 0.56, 0.22], [-0.50, 0.32, 0.11], [0.63, 1.18, 0.25], [1.75, 0.42, 0.05], [1.35, -0.87, -0.21], [-0.01, -0.93, -0.16], [-0.67, -2.09, -0.38], [-2.33, 0.66, -0.69], [-2.09, 1.41, 0.73], [0.61, 2.24, 0.49], [2.80, 0.69, 0.07], [1.94, -1.66, -0.41], [-1.57, -1.93, -0.07]]}

=====

Please write out number 4 again, unchanged.
{"formula": "C17H16Br2N2O2Ta", "method": "ωB97M-V/def2-TZVPD", "homo_energy_ev": -18.52, "charge": 3, "fmax_ha_per_bohr": 0.023, "orbital_gap_ev": 6.7158, "species": ["Ta", "O", "C", "C", "C", "C", "C", "C", "C", "N", "C", "C", "N", "C", "C", "C", "C", "C", "C", "C", "O", "H", "H", "H", "H", "H", "H", "H", "H", "H", "H", "H", "H", "H", "H", "Br", "C", "Br", "H", "H"], "positions_angstrom": [[-0.76, 0.09, 0.03], [-0.77, -1.54, 0.90], [-0.55, -2.91, 0.82], [-0.75, -3.72, 1.90], [-0.51, -5.08, 1.70], [-0.09, -5.60, 0.47], [0.11, -4.75, -0.60], [-0.13, -3.37, -0.44], [0.12, -2.48, -1.49], [-0.02, -1.16, -1.52], [0.60, -0.55, -2.74], [0.19, 0.90, -2.76], [0.28, 1.36, -1.36], [0.98, 2.43, -1.10], [1.24, 3.00, 0.17], [2.08, 4.12, 0.28], [2.38, 4.64, 1.52], [1.85, 4.05, 2.67], [1.02, 2.93, 2.60], [0.74, 2.45, 1.35], [-0.10, 1.34, 1.20], [-1.06, -3.33, 2.86], [-0.66, -5.76, 2.54], [0.08, -6.66, 0.36], [0.44, -5.13, -1.56], [0.53, -2.92, -2.40], [0.26, -1.08, -3.63], [1.68, -0.65, -2.65], [-0.84, 1.01, -3.12], [0.83, 1.49, -3.42], [1.44, 2.93, -1.96], [2.49, 4.58, -0.62], [3.02, 5.50, 1.61], [2.10, 4.45, 3.64], [0.61, 2.46, 3.49], [-2.80, 1.57, -1.26], [-3.96, 1.53, 0.30], [-3.25, 0.12, 1.40], [-4.96, 1.26, -0.02], [-3.88, 2.48, 0.81]]}